Record 1
A cluster of 2 separate species, C4H12 in total. Source: OMol25; level of theory: the ωB97M-V functional and the def2-TZVPD basis.

```
16
C4H12, DFT the ωB97M-V functional and the def2-TZVPD basis
C -0.9446 -2.5146 -1.2661
C 0.1987 -1.6236 -0.7678
H -1.7408 -1.9211 -1.7134
H -0.5530 -3.2543 -1.9721
H -1.4177 -3.0808 -0.4547
H -0.1600 -0.6948 -0.3249
H 0.8631 -1.3855 -1.6062
H 0.7843 -2.1447 -0.0138
C -0.2438 2.0173 1.4670
C 0.9740 2.1209 0.5547
H -0.7227 1.0357 1.3745
H -0.0262 2.2189 2.5143
H -1.0296 2.7228 1.1539
H 1.0163 1.3368 -0.2024
H 0.9966 3.0466 -0.0200
H 1.9081 2.0285 1.1201
```

- LUMO level: 0.0422 hartree
- 2S+1: 1
- E_HOMO: -11.75 eV
- SMILES: CC.CC
- HOMO-LUMO gap: 12.894 eV
- Energy relative to the best compared isomer or geometry (same formula, charge and spin): 15.3 kJ/mol

=====

Record 2
A structure of composition C14H17N3O. Source: OMol25; level of theory: the ωB97M-V functional and the def2-TZVPD basis.

```
35
C14H17N3O, DFT the ωB97M-V functional and the def2-TZVPD basis
C 4.0105 -3.8005 -0.4146
C 2.8619 -2.9551 -0.5690
C 1.3701 -3.5185 -0.5121
H 1.5484 -4.6216 -0.5727
C 0.8402 -3.0177 0.5149
C 0.0234 -1.8549 0.5072
H -0.6050 -2.0297 -0.2031
H -0.7067 -1.7182 1.2907
C 0.7011 -0.7001 0.0668
C -0.1268 0.6575 0.0562
N -1.4550 0.4250 0.5783
C -2.1408 1.5633 0.3445
C -3.3448 1.7977 0.6827
C -4.2644 2.8068 0.8477
C -3.6993 3.9967 0.1385
C -2.2697 4.0516 -0.0779
C -1.4638 3.0514 -0.1235
C -0.1151 2.9635 -0.5165
O 0.2349 3.9043 -1.0645
N 0.4846 1.6979 -0.2983
N 1.7847 1.6100 -0.9933
H 1.9695 2.4173 -1.2490
H 2.3792 1.5963 -0.0329
H -1.8867 4.9229 -0.4065
H -4.4978 4.7558 0.0519
H -5.2930 2.8618 1.1274
H -3.6895 0.8871 1.1805
H 1.3434 -0.5379 0.9361
H 1.3278 -0.7531 -0.7302
H 1.5176 -2.8560 1.5802
H 0.0127 -3.9788 1.0493
H 1.0039 -3.2943 -1.5502
H 3.0292 -2.0053 -0.6162
H 5.1145 -3.4088 -0.5879
H 4.0008 -4.9166 -0.4347
```

- LUMO level: 0.0131 hartree
- 2S+1: 1
- E_HOMO: -7.76 eV
- HOMO-LUMO gap: 8.120 eV
- Energy relative to the best compared isomer or geometry (same formula, charge and spin): 1349.4 kJ/mol

=====

Record 3
A cluster of 3 separate species, C16H36NO5PS in total. Source: OMol25; level of theory: the ωB97M-V functional and the def2-TZVPD basis.

```
60
C16H36NO5PS, DFT the ωB97M-V functional and the def2-TZVPD basis
N -5.3260 4.0085 -2.1487
C -4.7342 4.8026 -1.5617
O -4.0728 5.7547 -0.9725
O -3.1586 5.1782 0.0211
P -1.6549 4.9145 -0.5594
O -0.6446 5.0353 0.4869
O -1.8161 3.4574 -1.1697
O -1.5709 5.9004 -1.7766
C -0.2972 6.5203 -2.0861
C 0.7734 5.5514 -2.5582
C 0.6477 5.1830 -4.0398
S 1.2764 6.5940 -5.0050
H -0.9971 2.9617 -1.0109
H -0.5268 7.2105 -2.8985
H 0.0427 7.1161 -1.2406
H 1.7403 6.0299 -2.3849
H 0.7912 4.6342 -1.9686
H -0.3865 4.9725 -4.3030
H 1.2739 4.3186 -4.2511
H 1.3012 6.0521 -6.2259
C -2.2920 0.3493 0.9815
C -1.1036 -0.0363 0.1059
C -1.5006 -0.4949 -1.2974
C -2.3777 -1.7470 -1.3361
C -1.7736 -2.9646 -0.6400
C -0.4567 -3.4285 -1.2547
H -2.9618 -0.4945 1.1505
H -1.9540 0.7002 1.9574
H -2.8694 1.1520 0.5180
H -0.5155 -0.8109 0.6059
H -0.4378 0.8290 0.0135
H -0.5930 -0.6667 -1.8836
H -2.0358 0.3175 -1.8006
H -2.5806 -1.9964 -2.3820
H -3.3496 -1.5272 -0.8866
H -2.4957 -3.7839 -0.6815
H -1.6220 -2.7495 0.4221
H -0.5840 -3.6911 -2.3069
H -0.0812 -4.3111 -0.7343
H 0.3122 -2.6572 -1.1874
C 4.6720 -3.3261 3.5398
C 3.7690 -4.5419 3.3520
C 3.0193 -4.5449 2.0208
C 2.0658 -3.3664 1.8179
C 0.9846 -3.2164 2.8868
C 0.0381 -4.4110 2.9637
H 4.1021 -2.3959 3.5413
H 5.2082 -3.3825 4.4879
H 5.4126 -3.2657 2.7397
H 3.0599 -4.6015 4.1822
H 4.3773 -5.4482 3.4085
H 2.4652 -5.4831 1.9281
H 3.7474 -4.5451 1.2036
H 1.5819 -3.4777 0.8429
H 2.6404 -2.4374 1.7621
H 0.4024 -2.3172 2.6652
H 1.4420 -3.0463 3.8652
H -0.4552 -4.5769 2.0030
H -0.7377 -4.2459 3.7125
H 0.5649 -5.3271 3.2344
```

- LUMO level: -0.0214 hartree
- 2S+1: 1
- E_HOMO: -9.52 eV
- SMILES: N#COO[P@@](=O)(O)OCCCS.CCCCCC.CCCCCC
- HOMO-LUMO gap: 8.943 eV

=====

Record 4
An isolated molecule of C4H9NO. Source: OMol25; level of theory: the ωB97M-V functional and the def2-TZVPD basis.

```
15
C4H9NO, DFT the ωB97M-V functional and the def2-TZVPD basis
C 1.2777 1.1125 -0.3125
N 0.2758 0.2269 0.2464
C 0.8403 -1.0147 0.7403
C -0.8626 -0.0090 -0.6165
C -2.1438 -0.0918 0.1937
O -3.1273 -0.7030 -0.1437
H 1.8205 0.6880 -1.1766
H 2.0117 1.3599 0.4620
H 0.8035 2.0474 -0.6294
H 1.6914 -0.8018 1.3957
H 0.0928 -1.5618 1.3243
H 1.1887 -1.6788 -0.0736
H -0.7743 -0.9125 -1.2437
H -0.9889 0.8407 -1.3017
H -2.1054 0.4980 1.1353
```

- LUMO level: 0.0356 hartree
- 2S+1: 1
- E_HOMO: -8.96 eV
- SMILES: CN(C)CC=O
- HOMO-LUMO gap: 9.933 eV
- Energy relative to the best compared isomer or geometry (same formula, charge and spin): 165.5 kJ/mol

=====

Record 5
An isolated molecule of C22H26FN5O2. Source: OMol25; level of theory: the ωB97M-V functional and the def2-TZVPD basis.

```
56
C22H26FN5O2, DFT the ωB97M-V functional and the def2-TZVPD basis
O 2.4211 3.6435 0.6428
C 1.7340 2.8491 1.2537
C 0.7483 3.2366 2.3379
C -0.6423 2.6762 2.0225
C -0.5813 1.1772 1.6571
C -1.4632 0.3293 2.5669
O -0.9913 -0.4955 3.3267
N -2.8009 0.5695 2.5412
C -3.5325 1.2785 1.5148
C -4.4638 0.2693 0.7979
N -3.9403 -1.0701 0.9640
C -2.8797 -1.4229 0.1758
C -2.2264 -2.6712 0.2555
N -1.2695 -3.0046 -0.5771
C -0.9269 -2.1333 -1.5235
C -1.5592 -0.9079 -1.6150
N -2.5163 -0.5488 -0.7713
C -4.0468 -1.5140 2.3391
C -3.6545 -0.3440 3.2762
C 0.8615 0.6609 1.7683
N 1.7647 1.5142 1.0390
C 2.5959 0.9577 -0.0009
C 1.7887 0.6481 -1.2732
C 2.6898 0.1000 -2.3387
C 3.3701 0.9557 -3.1971
C 4.2295 0.4573 -4.1600
C 4.4284 -0.9071 -4.2838
C 3.7511 -1.7476 -3.4206
F 3.9337 -3.0819 -3.5268
C 2.8903 -1.2693 -2.4512
H 1.1042 2.8424 3.2918
H 0.7126 4.3238 2.4066
H -1.2902 2.8288 2.8882
H -1.0619 3.2459 1.1913
H -0.9068 1.0294 0.6222
H -2.8470 1.7193 0.7977
H -4.1198 2.0794 1.9777
H -5.4682 0.2844 1.2265
H -4.5196 0.4946 -0.2658
H -2.4872 -3.4183 0.9908
H -0.1471 -2.4394 -2.2048
H -1.3022 -0.1783 -2.3720
H -5.0758 -1.8327 2.5350
H -3.3802 -2.3565 2.5075
H -3.1022 -0.7131 4.1399
H -4.5343 0.2082 3.6140
H 0.9212 -0.3526 1.3698
H 1.1399 0.6106 2.8274
H 3.0774 0.0476 0.3682
H 3.3625 1.7019 -0.2290
H 1.0059 -0.0757 -1.0371
H 1.3213 1.5734 -1.6147
H 3.2224 2.0214 -3.1070
H 4.7491 1.1340 -4.8210
H 5.0910 -1.3193 -5.0278
H 2.3858 -1.9641 -1.7970
```

- LUMO level: 0.0187 hartree
- 2S+1: 1
- E_HOMO: -8.55 eV
- SMILES: O=C1CC[C@H](C(=O)N2CCN(c3cnccn3)CC2)CN1CCc1cccc(F)c1
- HOMO-LUMO gap: 9.058 eV

=====

Record 6
A structure of composition C20H70IN2O23S2. Source: OMol25; level of theory: the ωB97M-V functional and the def2-TZVPD basis.

```
118
C20H70IN2O23S2, DFT the ωB97M-V functional and the def2-TZVPD basis
O -1.4985 0.5128 0.0333
C -1.8993 -0.2368 0.8172
N -2.1614 -1.0484 1.7079
S -1.9229 -2.6787 1.1700
O -3.2592 -3.2331 1.0951
O -1.2785 -2.6359 -0.1276
N -1.1326 -3.4856 2.2893
S 0.2774 -2.8724 2.8825
O 1.3096 -3.8756 2.7563
O 0.0672 -2.3995 4.2292
C 0.8531 -1.4664 1.9065
C 2.3505 -1.2569 2.1242
O 2.8483 -1.0876 3.1818
I 3.5216 -1.2163 0.3146
H 0.3723 -0.5733 2.3080
H 0.6421 -1.5647 0.8457
C -0.0962 -3.3857 -2.8316
O 1.0560 -4.1682 -2.5292
H -0.1173 -2.5420 -2.1536
H -0.0450 -3.0170 -3.8639
H -1.0097 -3.9698 -2.6993
H 1.0680 -4.9171 -3.1300
C 7.8878 -0.0310 -0.2620
O 6.6153 -0.6030 -0.5276
H 7.8646 1.0061 -0.5843
H 8.1096 -0.0584 0.8095
H 8.6780 -0.5552 -0.8096
H 6.6257 -1.5212 -0.2331
C -4.0528 -5.5823 3.6973
O -2.7351 -5.8372 3.2532
H -4.4858 -6.5223 4.0385
H -4.0560 -4.8646 4.5243
H -4.6638 -5.1833 2.8794
H -2.3667 -4.9897 2.9560
C 0.2193 0.4960 -3.9549
O 1.3564 -0.3319 -3.7261
H 0.2458 1.3062 -3.2306
H 0.2442 0.9166 -4.9622
H -0.7045 -0.0732 -3.8163
H 1.3264 -1.0571 -4.3551
C 7.7412 3.8063 1.1548
O 8.8948 3.1202 0.6771
H 6.8711 3.3380 0.7019
H 7.6583 3.7268 2.2416
H 7.7648 4.8614 0.8694
H 9.6681 3.5278 1.0750
C -5.5169 -0.8122 -0.3978
O -4.3950 -1.0805 -1.2313
H -5.7147 0.2549 -0.4361
H -6.3973 -1.3569 -0.7570
H -5.2968 -1.0975 0.6326
H -4.2147 -2.0256 -1.1844
C 5.6902 -3.8914 2.6058
O 6.0422 -2.7886 1.7663
H 4.7521 -4.2964 2.2380
H 6.4527 -4.6691 2.5669
H 5.5535 -3.5540 3.6365
H 6.8682 -2.4196 2.0913
C 0.4854 4.3216 -1.3489
O -0.7557 3.7203 -1.7083
H 0.3909 5.3951 -1.4918
H 0.7219 4.1242 -0.2999
H 1.2974 3.9485 -1.9793
H -0.6670 2.7717 -1.5720
C -5.6472 -6.7697 0.0042
O -4.9936 -7.6600 0.9041
H -6.4281 -7.3186 -0.5184
H -6.0973 -5.9451 0.5529
H -4.9421 -6.3674 -0.7292
H -4.3185 -7.1332 1.3489
C -6.7337 1.5644 2.8564
O -5.6785 0.8655 2.2163
H -7.6719 1.1820 2.4584
H -6.7166 1.4030 3.9382
H -6.6751 2.6381 2.6555
H -4.8467 1.2026 2.5675
C 6.4877 -7.3787 0.1196
O 5.9194 -6.7445 1.2565
H 7.3851 -6.8260 -0.1488
H 6.7631 -8.4146 0.3395
H 5.7966 -7.3612 -0.7271
H 5.1221 -7.2255 1.4963
C -0.4669 7.7821 0.3618
O 0.8736 7.6748 -0.0951
H -0.8431 6.7778 0.5427
H -0.5069 8.3503 1.2945
H -1.0989 8.2660 -0.3889
H 1.1991 8.5675 -0.2443
C 2.9703 2.1505 -6.4488
O 1.7318 1.5541 -6.8395
H 2.8710 3.2239 -6.5869
H 3.1838 1.9399 -5.3988
H 3.7907 1.7816 -7.0688
H 1.8160 0.6056 -6.7127
C -0.8594 4.1819 -6.4408
O 0.3004 4.0309 -7.2474
H -1.0977 5.2427 -6.3980
H -1.7119 3.6478 -6.8708
H -0.6844 3.8211 -5.4233
H 0.5096 3.0888 -7.2824
C -8.3304 -3.3036 0.5697
O -7.2354 -3.9841 -0.0250
H -9.2588 -3.7002 0.1646
H -8.3242 -3.4537 1.6530
H -8.2822 -2.2330 0.3499
H -6.4274 -3.6151 0.3500
C -1.8308 2.4952 4.0315
O -3.1469 1.9727 3.8710
H -1.8664 3.5546 3.7899
H -1.4874 2.3747 5.0612
H -1.1278 1.9999 3.3579
H -3.1086 1.0337 4.0857
C -0.0648 11.0683 2.3063
O 1.1147 10.5472 1.7016
H -0.9179 10.6266 1.7981
H -0.1108 10.8066 3.3664
H -0.1143 12.1551 2.1993
H 1.8691 10.9354 2.1522
```

- LUMO level: 0.0640 hartree
- 2S+1: 1
- E_HOMO: -6.72 eV
- HOMO-LUMO gap: 8.465 eV
- Total charge: -1

=====

> Which value of LUMO level does entry 6 give?

0.0640 hartree